Entry 1:
{"formula": "C29H44AlBrN2O8P2", "method": "the ωB97M-V functional and the def2-TZVPD basis", "species": ["Al", "O", "C", "C", "C", "C", "C", "C", "C", "O", "N", "N", "C", "C", "Br", "C", "C", "C", "C", "C", "C", "C", "H", "H", "H", "H", "H", "H", "H", "H", "H", "H", "H", "H", "H", "H", "C", "C", "C", "O", "P", "O", "C", "P", "O", "O", "C", "C", "C", "O", "C", "C", "C", "O", "C", "C", "C", "H", "H", "H", "H", "H", "H", "H", "H", "H", "H", "H", "H", "H", "H", "H", "H", "H", "H", "H", "H", "H", "H", "H", "H", "H", "H", "H", "H", "H", "H"], "xyz": [[-0.38161, 0.00923, -0.50983], [2.34015, -0.84299, 1.45629], [2.19487, -0.36214, 2.73120], [3.25451, -0.33340, 3.62430], [3.07476, 0.18717, 4.89876], [1.84099, 0.68456, 5.28477], [0.78482, 0.64501, 4.38628], [0.94132, 0.12332, 3.10891], [-0.23397, 0.07074, 2.17285], [-0.06297, 0.79028, 1.00105], [-0.48032, -1.35739, 1.79800], [-1.06320, -1.49355, 0.56932], [-1.75111, -2.53198, 0.26255], [-2.29564, -2.73817, -1.05705], [-1.84368, -1.35388, -2.29546], [-3.03660, -3.77202, -1.47176], [-3.56105, -4.84074, -0.61648], [-3.53156, -6.15323, -1.09243], [-4.00620, -7.18752, -0.30550], [-4.54530, -6.91890, 0.94613], [-4.61815, -5.61225, 1.40863], [-4.12799, -4.57509, 0.63254], [3.17150, -1.32646, 1.39191], [4.22078, -0.72702, 3.32637], [3.90665, 0.20031, 5.59005], [1.69939, 1.09038, 6.27628], [-0.18767, 1.02197, 4.68180], [-1.11743, 0.45199, 2.70170], [-0.91783, -1.91057, 2.52651], [-1.91838, -3.31428, 0.99650], [-3.26367, -3.84111, -2.53055], [-3.12437, -6.36167, -2.07412], [-3.96813, -8.20381, -0.67284], [-4.93076, -7.72765, 1.55198], [-5.07559, -5.39954, 2.36532], [-4.24152, -3.55107, 0.96809], [-0.93340, 4.85099, -4.57154], [-1.20071, 3.54192, -3.87293], [-1.42367, 2.37798, -4.80750], [0.01799, 3.23762, -3.06418], [-0.06780, 2.71719, -1.60934], [-0.90419, 1.45294, -1.47347], [1.63587, 2.34476, -1.16134], [2.19086, 0.73902, -1.76739], [1.16936, -0.31553, -1.35851], [2.25505, 0.93985, -3.29805], [2.51461, -0.01892, -4.40969], [1.91014, -1.37380, -4.12612], [3.99738, -0.06709, -4.68314], [3.54823, 0.33882, -1.15926], [4.76433, 1.11027, -0.78193], [5.24489, 1.97255, -1.92451], [4.51119, 1.87667, 0.49749], [-0.66056, 3.78242, -0.66155], [-0.23524, 5.20809, -0.62041], [0.53267, 5.41345, 0.66330], [-1.49337, 6.03408, -0.72054], [-1.79600, 5.11780, -5.18184], [-0.06412, 4.76168, -5.22315], [-0.75923, 5.65605, -3.85847], [-2.03295, 3.63994, -3.17119], [-0.57054, 2.26347, -5.47680], [-2.31216, 2.56303, -5.41081], [-1.57398, 1.45199, -4.25262], [1.65502, 2.28518, -0.06713], [2.29583, 3.14342, -1.50220], [1.99426, 0.46332, -5.23504], [2.40823, -1.86625, -3.28915], [2.04466, -1.99629, -5.01069], [0.84445, -1.30636, -3.91449], [4.53172, -0.54301, -3.85964], [4.39911, 0.92992, -4.85558], [4.16875, -0.66027, -5.58148], [5.47197, 0.30495, -0.59645], [4.51313, 2.74045, -2.18531], [5.46918, 1.38301, -2.80924], [6.15836, 2.48060, -1.61553], [3.93766, 2.78745, 0.31955], [5.47249, 2.17843, 0.91397], [3.99637, 1.26456, 1.23648], [0.40393, 5.37819, -1.49102], [-0.09954, 5.18772, 1.52165], [0.85235, 6.45299, 0.73157], [1.42138, 4.78272, 0.70839], [-2.15285, 5.82123, 0.12044], [-2.02937, 5.83256, -1.64778], [-1.23451, 7.09252, -0.69877]], "nbo_charge": [1.98, -0.69, 0.38, -0.32, -0.16, -0.23, -0.16, -0.18, 0.27, -0.97, -0.42, -0.41, 0.08, -0.16, 0.18, -0.09, -0.04, -0.19, -0.19, -0.17, -0.19, -0.23, 0.49, 0.22, 0.23, 0.23, 0.22, 0.17, 0.39, 0.24, 0.24, 0.22, 0.24, 0.24, 0.23, 0.21, -0.63, 0.11, -0.63, -0.83, 2.52, -1.19, -1.28, 2.52, -1.19, -0.84, 0.13, -0.65, -0.64, -0.84, 0.13, -0.64, -0.65, -0.82, 0.11, -0.63, -0.63, 0.24, 0.23, 0.22, 0.19, 0.22, 0.24, 0.21, 0.33, 0.31, 0.21, 0.22, 0.25, 0.22, 0.21, 0.23, 0.25, 0.21, 0.20, 0.23, 0.25, 0.20, 0.25, 0.24, 0.19, 0.23, 0.24, 0.21, 0.23, 0.22, 0.24], "de_lowest_kj_mol": 0.0, "total_charge": 2, "mol_weight_g_mol": 717.51, "energy_ha": -5341.92141}

=====

Entry 2:
{"formula": "C29H44BeBrN3P2", "method": "the ωB97M-V functional and the def2-TZVPD basis", "species": ["C", "C", "C", "C", "N", "C", "C", "C", "C", "C", "C", "C", "C", "C", "Be", "P", "H", "H", "H", "H", "H", "H", "H", "H", "C", "C", "H", "H", "H", "H", "H", "C", "C", "H", "H", "H", "H", "H", "C", "C", "H", "H", "H", "H", "H", "Br", "P", "C", "C", "H", "H", "H", "H", "H", "C", "C", "H", "H", "H", "H", "H", "C", "C", "H", "H", "H", "H", "H", "C", "C", "N", "C", "C", "N", "H", "H", "H", "H", "H", "H"], "xyz": [[-0.28400, -1.61427, 3.73464], [-0.82168, -1.67484, 2.42923], [-2.21402, -1.87622, 2.28772], [-3.01030, -1.83383, 3.43786], [-2.49180, -1.66326, 4.65094], [-1.17333, -1.59521, 4.81661], [0.00250, -1.49334, 1.27782], [0.76256, -1.87242, 0.32457], [1.40350, -2.97256, -0.35379], [2.18037, -2.72809, -1.50239], [2.71755, -3.78725, -2.23738], [2.54044, -5.09785, -1.77375], [1.80738, -5.36406, -0.60473], [1.23798, -4.30149, 0.09816], [0.61159, -0.04530, -0.04413], [-0.34007, 1.65093, 1.28775], [-2.65641, -2.06029, 1.31072], [0.79197, -1.58350, 3.89676], [-4.09302, -1.94290, 3.34945], [-0.78866, -1.52078, 5.83551], [0.64410, -4.46456, 1.00052], [2.35575, -1.69358, -1.81542], [1.67917, -6.38506, -0.25882], [3.26509, -3.59067, -3.15498], [-0.06506, 3.37109, 0.67706], [-1.05647, 4.47196, 1.06179], [-0.00422, 3.30068, -0.41750], [0.94300, 3.63934, 1.02432], [-0.75758, 5.40415, 0.56439], [-2.08091, 4.25382, 0.73822], [-1.06244, 4.68619, 2.13723], [-2.17106, 1.50569, 1.45169], [-2.83823, 2.06624, 2.70300], [-2.38858, 0.43028, 1.37880], [-2.59881, 1.96632, 0.55059], [-3.91781, 1.87207, 2.65258], [-2.47651, 1.58973, 3.62248], [-2.72450, 3.15310, 2.79494], [0.30878, 1.73519, 3.00763], [0.16388, 3.04030, 3.79193], [1.37595, 1.47948, 2.92530], [-0.15609, 0.90368, 3.55175], [0.58667, 2.90906, 4.79599], [0.70190, 3.87376, 3.32756], [-0.88045, 3.33819, 3.93836], [3.32002, -6.52397, -2.74672], [-0.50225, -0.05209, -1.95634], [-1.82151, 1.21826, -2.10249], [-2.26735, 1.59747, -3.51154], [-1.45586, 2.11305, -1.57392], [-2.67323, 0.84734, -1.51405], [-3.04084, 2.37403, -3.45818], [-1.44551, 2.00531, -4.11094], [-2.71010, 0.75177, -4.05024], [0.58914, 0.18918, -3.42678], [0.15106, -0.42367, -4.75675], [1.56965, -0.22219, -3.14804], [0.74093, 1.27356, -3.53361], [0.91395, -0.21545, -5.51915], [0.04880, -1.51388, -4.69504], [-0.78862, 0.00352, -5.12798], [-1.30670, -1.68412, -2.21050], [-2.52242, -1.74603, -3.12959], [-1.57741, -2.03982, -1.20653], [-0.51793, -2.36511, -2.56015], [-2.91238, -2.77116, -3.14392], [-3.33316, -1.09688, -2.78333], [-2.27825, -1.48846, -4.16610], [3.63161, -0.52829, 1.28341], [3.25223, 0.46793, 0.26471], [2.07033, 0.73008, -0.29941], [2.24030, 1.84205, -1.14307], [3.54479, 2.18925, -1.10316], [4.16318, 1.32190, -0.21144], [4.35621, -1.22430, 0.83518], [4.12495, 0.00152, 2.11281], [2.77027, -1.09091, 1.65623], [1.42476, 2.30198, -1.69064], [4.07594, 2.95798, -1.62046], [5.13729, 1.32021, 0.07670]], "mulliken_charge": [-0.44, -0.20, -0.19, -0.59, -0.52, -0.38, 1.08, -0.34, 1.27, 0.19, -0.80, -0.16, -0.62, -0.74, -2.15, 1.27, 0.55, 0.48, 0.40, 0.42, 0.49, 0.26, 0.48, 0.51, -0.42, -1.52, 0.29, 0.63, 0.46, 0.28, 0.30, -0.14, -1.69, 0.14, 0.57, 0.47, 0.30, 0.30, -0.13, -1.48, 0.42, 0.01, 0.45, 0.34, 0.25, -0.11, 1.06, -0.37, -1.56, 0.19, 0.55, 0.44, 0.34, 0.27, -0.65, -1.51, 0.48, 0.54, 0.45, 0.32, 0.28, -0.43, -1.48, 0.34, 0.40, 0.45, 0.34, 0.28, -1.27, 0.45, 1.41, -0.29, -1.20, 0.01, 0.43, 0.52, -0.02, 0.51, 0.47, 0.26], "de_lowest_kj_mol": 0.0, "total_charge": 2, "mol_weight_g_mol": 585.56, "energy_ha": -4566.71194}

=====

Entry 3:
{"formula": "C29H44BrN3P2PdS", "method": "the ωB97M-V functional and the def2-TZVPD basis", "species": ["C", "C", "C", "C", "N", "C", "C", "C", "C", "C", "C", "C", "C", "C", "Pd", "P", "H", "H", "H", "H", "H", "H", "H", "H", "C", "C", "H", "H", "H", "H", "H", "C", "C", "H", "H", "H", "H", "H", "C", "C", "H", "H", "H", "H", "H", "Br", "P", "C", "C", "H", "H", "H", "H", "H", "C", "C", "H", "H", "H", "H", "H", "C", "C", "H", "H", "H", "H", "H", "C", "N", "C", "C", "N", "C", "S", "H", "H", "H", "H", "H", "H"], "xyz": [[-0.53533, 5.46017, -3.61804], [-0.68148, 4.24993, -4.33442], [-1.03739, 4.30808, -5.68502], [-1.06346, 5.56414, -6.31704], [-0.82066, 6.68329, -5.64093], [-0.55072, 6.67269, -4.33672], [-0.59555, 2.95874, -3.66798], [-0.93810, 2.51214, -2.47671], [-1.51276, 2.61951, -1.16445], [-0.56184, 2.60232, -0.12983], [-0.88784, 1.85635, 0.99616], [-2.20836, 1.40063, 1.16605], [-3.23829, 1.78959, 0.28628], [-2.88028, 2.38682, -0.91927], [-0.16274, 1.10134, -3.50563], [2.19917, -0.90756, 0.50430], [-1.37553, 3.42530, -6.21700], [-0.47767, 5.48383, -2.53337], [-1.29599, 5.65290, -7.38994], [-0.36110, 7.63820, -3.84201], [-3.60904, 2.58927, -1.70983], [0.40363, 3.09592, -0.25226], [-4.27792, 1.56858, 0.49289], [-0.11280, 1.60198, 1.71464], [2.07350, -2.45712, 1.54349], [2.93647, -3.66129, 1.15975], [1.00423, -2.72748, 1.50171], [2.26748, -2.13753, 2.58209], [2.85468, -4.42761, 1.94467], [2.59970, -4.12012, 0.21872], [3.99832, -3.40029, 1.06006], [2.77246, -1.51304, -1.15362], [3.37789, -0.39666, -1.99882], [1.87660, -1.90137, -1.66085], [3.46367, -2.35638, -1.04169], [3.23894, -0.61444, -3.06506], [2.87925, 0.56231, -1.80829], [4.45059, -0.27392, -1.80169], [3.75254, -0.16085, 1.20103], [5.07112, -0.93207, 1.17658], [3.49224, 0.09592, 2.24047], [3.86626, 0.78819, 0.65461], [5.88927, -0.23006, 1.38915], [5.11144, -1.71100, 1.94656], [5.29392, -1.39517, 0.20812], [-2.60529, 0.21610, 2.52543], [-2.09881, -2.47824, -1.72565], [-0.33880, -3.01063, -1.72178], [-0.14329, -4.53490, -1.74544], [0.12245, -2.57762, -0.82227], [0.13937, -2.55944, -2.60081], [0.91628, -4.79480, -1.86444], [-0.49479, -5.01383, -0.82213], [-0.67713, -4.98994, -2.58673], [-2.49772, -2.49965, 0.08328], [-3.86586, -3.07822, 0.47705], [-2.37692, -1.49190, 0.50878], [-1.73026, -3.14054, 0.54469], [-3.94419, -3.13239, 1.57105], [-4.70345, -2.46820, 0.12323], [-3.99737, -4.10065, 0.10090], [-2.37070, -0.78411, -2.33871], [-2.86161, -0.87497, -3.79263], [-1.43053, -0.19524, -2.21991], [-3.11917, -0.28693, -1.70754], [-3.22151, 0.08992, -4.15900], [-2.06328, -1.21330, -4.46279], [-3.69444, -1.58602, -3.86535], [1.69625, -0.39057, 6.89648], [0.44568, 0.24683, 6.52699], [-0.62985, 0.44852, 7.36730], [-1.59999, 1.05955, 6.63786], [-1.09201, 1.22463, 5.36789], [0.15877, 0.65682, 5.24163], [1.13538, 0.41241, 3.91816], [1.63986, -1.47734, 6.78448], [2.48435, -0.01873, 6.23839], [1.92493, -0.15771, 7.94070], [-0.61263, 0.15689, 8.40428], [-2.58186, 1.41318, 6.89894], [-1.60035, 1.58684, 4.56081]], "mulliken_charge": [-0.41, 0.53, -0.37, -0.30, -0.61, -0.30, -1.01, 1.18, 0.67, -0.70, 0.13, 0.27, -0.69, -0.77, -0.52, 0.62, 0.37, 0.37, 0.34, 0.35, 0.46, 0.51, 0.44, 0.01, -0.33, -1.18, 0.17, 0.44, 0.44, 0.10, 0.25, 0.48, -1.47, -0.49, 0.50, 0.41, 0.28, 0.26, -0.51, -1.40, 0.30, 0.43, 0.40, 0.29, 0.28, -0.09, -0.28, 0.62, -1.57, -0.88, 0.58, 0.38, 0.29, 0.44, 0.91, -1.40, -0.72, 0.20, 0.37, 0.32, 0.41, 1.43, -1.31, -1.08, -0.01, 0.35, 0.36, 0.46, -0.92, 0.22, -0.21, -0.57, 0.07, -0.16, -0.35, 0.29, 0.33, 0.34, 0.41, 0.41, 0.17], "de_lowest_kj_mol": 0.0, "mol_weight_g_mol": 715.03, "energy_ha": -5078.33411}

=====

no.,frontier orbital gap (eV),HOMO energy (eV)
1,7.557,-13.0638
2,6.903,-13.8741
3,7.261,-7.5468